Record 1
This record from the Open Molecules 2025 dataset describes an isolated molecule of C2H3NO at a distorted geometry. The level of theory is the ωB97M-V functional and the def2-TZVPD basis.

Positions of all 7 atoms, in Å:
O 1.2432 0.4056 0.3017
N -0.6110 -0.8266 -0.4422
C -0.9460 -1.7749 -1.0507
C -0.1167 0.4367 0.0199
H -0.7237 0.7537 0.8762
H 1.3865 -0.1429 1.0837
H -0.2576 1.1424 -0.7991

Results
net charge = 0
energy above the lowest of the compared OMol25 structures with the same formula, charge and spin = 30.6 kcal/mol
2S+1 = 1

Here are the Löwdin charges for atoms 1 to 6, given in e: -0.024, -0.051, 0.024, -0.305, 0.127, 0.100

***

Record 2
This record from the Open Molecules 2025 dataset describes a structure of composition C5H8O at a distorted geometry. The level of theory is the ωB97M-V functional and the def2-TZVPD basis.

Positions of all 14 atoms, in Å:
O 1.6003 1.0915 -2.2676
C 0.9890 0.5488 -1.3850
C 1.3239 0.1463 0.0583
C -1.1234 -0.1611 1.4904
C -0.4054 -0.0859 -1.2805
C 0.0509 -0.7208 0.0476
H -1.1355 0.8836 1.2505
H -0.7123 -0.3444 2.5009
H 1.1728 1.0090 0.7171
H -2.1444 -0.5913 1.4673
H 2.3269 -0.2595 0.2317
H -1.1430 0.6985 -1.0776
H -0.7412 -0.6713 -2.1439
H -0.4390 -1.3471 0.7898

Results
net charge = 0
energy above the lowest of the compared OMol25 structures with the same formula, charge and spin = 97.3 kcal/mol
2S+1 = 1

Here are the Löwdin charges for atoms 1 to 6, given in e: 0.101, -0.384, -0.090, -0.034, -0.089, -0.172

***

Record 3
This record from the Open Molecules 2025 dataset describes a structure of composition C38H77BNNbO16PS at a distorted geometry. The level of theory is the ωB97M-V functional and the def2-TZVPD basis.

Positions of all 136 atoms, in Å:
Nb 1.4148 -1.2879 -5.0203
S 0.3121 0.8763 -7.8969
P 0.2157 -1.0026 -7.2628
O -0.4850 0.0862 9.6794
O 0.7791 -1.6231 1.6944
O -1.6536 0.5068 7.8448
O -3.3456 4.7295 -5.2560
O -1.9377 5.0692 6.8854
O 1.3394 5.6768 -2.4766
O 4.0593 -7.3573 0.4173
O -0.2849 3.9985 5.8711
O 1.0115 3.8578 -3.7015
O 5.8010 -6.6442 -0.7551
O -0.4959 -1.5358 3.5016
O -1.7083 3.6601 -6.3028
O 3.0254 -2.6904 -2.4155
O 3.2458 -0.2188 -2.5306
O -4.0125 -5.7256 2.7230
O -1.9781 -6.4756 2.2635
N 0.3452 -3.8560 -3.3972
C -0.2383 -6.2721 -4.3817
C 1.9773 6.3723 -1.3974
C 0.3368 5.9868 6.9889
C -1.9243 1.2865 6.6665
C -1.9269 1.0965 -5.0429
C -1.7331 -0.4043 -4.5077
C -4.9371 -5.0124 3.5561
C 4.5989 -6.7697 -0.6674
C 4.3878 0.1853 -3.3579
C -2.0687 -4.6687 3.7854
C 3.1696 7.1656 -1.8920
C 2.0580 -1.5552 1.0409
C 0.0990 -5.8102 -5.8464
C -4.0584 7.0198 -4.8689
C 2.6540 -7.3684 0.7124
C 1.7060 4.4531 -2.9128
C 0.5738 -4.3248 -6.0266
C -0.6397 4.9277 6.5622
C -5.1289 -3.5928 3.0626
C 2.6346 -2.9400 0.8393
C 0.6568 -3.4599 -4.7408
C -1.2821 0.6636 5.4445
C 1.9644 -8.5321 0.0307
C 1.7989 -1.9506 3.8989
C 0.6125 -1.6591 3.0241
C -2.6857 7.3580 7.2266
C -0.5572 0.6477 8.6072
C -2.0469 4.5777 -5.5957
C -0.3009 -0.4856 -3.7720
C -2.6768 -5.7098 2.8897
C 3.0301 3.8910 -2.4791
C 3.6962 -6.3660 -1.7975
C -0.0732 -5.2146 -3.2667
C -2.8628 -0.6131 -3.3369
C -2.4317 6.0038 7.8564
C 0.6075 1.4284 8.0669
C -3.8158 5.6510 -4.2657
C -1.0530 5.6154 -5.1608
B 2.6886 -1.4580 -3.1090
H 1.8736 -3.0275 4.0575
H -2.6997 -4.3942 4.6286
H -1.8271 -3.7819 3.1964
H -1.1494 -5.0750 4.2124
H -4.7629 5.2477 -3.8984
H -1.9389 -1.2247 -5.2702
H -3.1203 8.0456 7.9555
H -3.3233 -1.6630 -3.5039
H -2.3127 1.7149 -4.1412
H 2.7376 -1.5669 3.5045
H 2.7056 -6.0516 -1.4748
H 2.5705 -7.4863 1.7955
H 2.4386 -9.4755 0.3135
H 0.0877 6.4539 7.9398
H -0.9276 1.5984 -5.3270
H -3.0101 1.2846 6.5413
H 0.9776 -1.7556 -8.2509
H -3.3704 7.2627 6.3803
H -1.6335 2.3284 6.8078
H 3.6135 -7.1919 -2.5059
H -4.4763 7.7005 -4.1231
H 1.2305 7.0607 -0.9940
H 5.2938 0.4833 -2.7033
H -1.1177 -1.5230 -7.3349
H -3.3769 5.5944 8.2206
H -1.7677 6.0610 8.7220
H 2.8677 7.8528 -2.6863
H 3.5747 -2.8882 0.2871
H 1.6473 -1.4573 4.8617
H -3.1419 5.6844 -3.4064
H -1.7646 7.8002 6.8409
H 0.9090 -8.5706 0.3100
H 1.8803 -1.0955 0.0659
H 3.9386 6.5139 -2.3119
H -0.9762 6.3881 -5.9285
H -0.1121 0.5380 -3.2902
H 1.3146 5.5201 7.1246
H -1.5432 1.2247 4.5449
H 1.1419 1.8768 8.9075
H 0.8625 -3.9448 -7.0612
H 2.0316 -8.4569 -1.0568
H -5.8868 -5.5484 3.4864
H -1.6135 -0.3695 5.3231
H 4.1384 -5.5053 -2.3026
H 0.4090 6.7458 6.2083
H 0.3183 2.2509 7.4156
H -0.0820 5.1296 -5.0425
H -0.3191 -5.5702 -2.1967
H 4.6894 -0.6606 -4.0738
H -5.8808 -3.0753 3.6630
H -5.4506 -3.5922 2.0183
H 3.7978 4.1814 -3.1983
H -3.1354 7.4562 -5.2565
H 2.2355 5.6885 -0.5856
H 1.9337 -3.5672 0.2828
H 4.1418 1.0940 -4.0167
H -2.7069 1.2223 -5.8650
H 2.8295 -2.0269 -5.9349
H 0.0101 -6.5447 -6.7101
H -4.6362 -5.0551 4.6055
H -0.1938 0.6385 5.5323
H 3.3266 4.1932 -1.4760
H 1.2796 0.7520 7.5366
H 2.7396 -0.8888 1.5751
H 3.9960 -2.8715 -2.5042
H 2.0791 0.3990 -5.2200
H 2.9525 2.8013 -2.4598
H -4.7532 6.9485 -5.7095
H -3.7278 0.1204 -3.5346
H -2.4301 -0.5408 -2.2866
H -4.1984 -3.0230 3.1080
H 3.6128 7.7425 -1.0768
H -0.5702 -7.3307 -4.1332
H -1.2856 6.0688 -4.1987
H 2.1929 -6.4079 0.4711
H -0.4341 -1.2245 -2.8860
H 2.8203 -3.4411 1.7932

Results
net charge = -1
2S+1 = 1
E = -97247.6973 eV

Here are the Löwdin charges for atoms 1 to 6, given in e: 1.318, -0.064, 0.001, 0.081, 0.013, 0.001

***

Record 4
This record from the Open Molecules 2025 dataset describes a cluster of 3 separate species, C23H31FN4O6 in total at a distorted geometry. The level of theory is the ωB97M-V functional and the def2-TZVPD basis.

Positions of all 65 atoms, in Å:
F 1.8269 1.2933 -4.5798
O -2.6974 -0.3423 -2.4228
O 3.9568 -4.4483 0.8426
O 4.5607 -1.1660 2.5915
O 5.7957 0.7135 2.0119
O -3.3115 4.5743 0.5925
O -0.0333 4.2055 -3.0214
N -1.9616 4.4700 -1.5208
N -3.9149 -1.9125 -0.1729
N 3.5540 -5.8474 2.5555
N -2.4932 1.6387 -3.4613
C -2.3589 4.1264 -0.1110
C -3.2073 0.2525 0.9682
C -0.6354 3.9025 -1.9418
C -4.4351 -0.8224 0.7522
C -3.1441 0.8022 2.4839
C -3.0429 0.4047 -3.3263
C 1.0490 1.8137 -0.8272
C -4.0837 0.0324 -4.3445
C 4.7729 -0.0199 1.7471
C 0.1005 -0.5786 4.0837
C 4.3753 -5.2855 1.6289
C 1.1701 1.0572 -3.3069
C 0.1046 0.9998 1.6234
C -1.0810 2.0661 1.4882
C -1.2577 3.0236 0.2553
C 2.0290 1.7699 -2.1024
C 3.8359 0.3715 0.4861
C 2.3308 -0.2210 0.5765
C 0.1607 0.0925 2.9537
C 5.8022 -5.7574 1.6412
C -2.1523 2.1050 2.6874
C 1.1660 0.8807 0.4561
C -0.1481 2.8321 -0.8530
H 2.9987 1.1777 -1.9476
H 2.2128 -0.8878 1.5184
H 4.3639 -1.9790 2.0315
H -1.7927 1.9107 -2.7882
H -1.6404 1.9957 3.7206
H -5.3812 -0.3365 0.3144
H -3.7533 -0.8588 -4.8821
H -4.5923 -1.3177 1.7835
H 5.9759 -6.5063 2.4171
H -4.6680 -2.5773 -0.4121
H -5.0248 -0.1770 -3.8317
H -2.9166 -0.0459 3.2280
H 2.5904 -5.5463 2.5667
H 2.1850 -0.9478 -0.3256
H -2.2524 -0.3258 0.6331
H 6.4581 -4.9042 1.8263
H 4.2901 0.0042 -0.5238
H 0.0686 1.4343 -3.3083
H -2.7311 3.0967 2.7113
H -4.2505 0.8344 -5.0670
H 6.0399 -6.1983 0.6709
H -4.2174 1.1905 2.7345
H 2.1952 2.8687 -2.4296
H 0.1115 -1.2576 5.0223
H 1.1383 -0.0901 -3.1002
H 3.7822 1.5170 0.4294
H -2.7455 2.2884 -4.1884
H -3.4799 -1.4938 -1.0111
H -2.0179 5.4827 -1.7306
H 3.8535 -6.5395 3.2224
H -3.4330 1.1619 0.2822

Results
SMILES = C#Cc1c(CCC(=O)O)c(CCF)c2c(c1CCCCN)C(=O)NC2=O.CC(N)=O.CC(N)=O
net charge = 0
2S+1 = 1
E = -45307.8332 eV

Here are the Löwdin charges for atoms 1 to 6, given in e: -0.104, 0.016, 0.014, 0.012, 0.024, 0.050

***

Record 5
This record from the Open Molecules 2025 dataset describes a structure of composition C43H42IrN4O4. The level of theory is the ωB97M-V functional and the def2-TZVPD basis.

Positions of all 94 atoms, in Å:
Ir -1.4302 -0.2986 0.8043
O -1.5437 -0.7305 -1.2835
O 2.2032 -1.5567 -0.5929
O 5.1510 0.0334 0.8626
O 1.1226 -0.0599 5.4286
N 2.7058 0.6698 1.4032
N -3.1177 -1.3776 0.8714
N 0.5485 0.1767 0.6494
N 1.0934 0.1024 2.9157
C 2.4105 -0.1390 -2.5706
C -1.2822 -0.3603 5.5914
C -2.8545 1.0860 0.6886
C 2.0517 1.0493 -3.1929
C -3.5824 3.3552 0.4859
C -1.2792 0.1642 -6.2639
C -5.2103 1.5800 0.4312
C -4.9001 2.9303 0.3765
C 6.4780 -0.3069 0.4615
C 1.3293 -0.4646 6.7869
C 5.7692 1.8821 3.9840
C 1.0614 0.4755 -0.6678
C -1.3722 0.6441 -7.6797
C -2.9367 0.9905 -2.9678
C 3.4277 1.8539 3.4641
C -1.3549 -0.2243 2.7561
C 5.0106 0.7400 2.0156
C 1.4336 0.3241 1.6369
C 0.7191 1.6576 -1.3007
C -2.5389 -0.3573 3.5355
C 6.0482 1.1437 2.8401
C -0.3381 -1.3473 -4.6224
C 3.1209 -2.4865 -1.1640
C -5.4752 -1.5558 0.6293
C 0.5844 -2.5050 -4.3433
C -5.3782 -2.9295 0.7529
C -4.3225 -0.7896 0.6911
C -0.1147 -0.2059 4.8916
C -3.0186 -2.7096 0.9804
C 4.4709 2.2406 4.2958
C -0.9552 -1.1769 -2.2845
C -2.0677 0.7511 -5.2739
C 1.9076 -0.4381 -1.3072
C -2.0250 0.3299 -3.9597
C -0.4298 -0.8851 -5.9218
C 3.6896 1.0845 2.3416
C -4.1857 0.6575 0.5888
C -1.1284 -0.7209 -3.6238
C -2.5508 2.4388 0.6488
C -0.1444 -0.1262 3.4742
C 1.2051 1.9508 -2.5666
C -2.5048 -0.4223 4.8965
C -4.1325 -3.5192 0.9317
H -2.3701 1.5339 -2.2120
H -3.5902 1.6928 -3.4821
H 6.9603 -0.9314 1.2143
H -6.2683 -3.5426 0.7095
H -3.3573 4.4133 0.4556
H 1.2862 -2.2970 -3.5343
H 0.6763 0.0825 7.4651
H 2.7577 -2.8591 -2.1235
H 3.0854 -0.8207 -3.0681
H 1.1695 -1.5381 6.8871
H 3.0717 0.4827 0.4811
H 1.8485 0.1274 3.5937
H 7.0707 0.5912 0.2834
H 0.0744 2.3557 -0.7813
H -5.6910 3.6584 0.2595
H 7.0707 0.8906 2.6032
H -6.4310 -1.0731 0.4828
H -6.2403 1.2563 0.3522
H -0.2483 -1.9975 -2.1262
H 2.3593 -0.2124 7.0159
H -2.3392 0.3680 -8.1049
H 0.1693 -1.3509 -6.6944
H 1.1706 -2.7289 -5.2316
H 6.5848 2.1889 4.6244
H 2.4223 2.1867 3.6862
H -1.2986 1.7309 -7.7265
H 4.1032 -2.0292 -1.2958
H -1.5284 2.7785 0.7556
H -1.2765 -0.4176 6.6698
H 0.9351 2.8795 -3.0504
H -2.7446 1.5521 -5.5469
H 2.4487 1.2707 -4.1747
H 4.2612 2.8388 5.1712
H -2.0213 -3.1058 1.1221
H -3.4240 -0.5131 5.4588
H 0.0283 -3.4075 -4.0837
H -4.0215 -4.5886 1.0338
H -3.5527 0.2683 -2.4316
H 6.3801 -0.8659 -0.4638
H -0.5922 0.2140 -8.3040
H 3.1940 -3.3083 -0.4591
H -3.5002 -0.3919 3.0439

Results
net charge = +2
energy above the lowest of the compared OMol25 structures with the same formula, charge and spin = 0.0 kcal/mol
2S+1 = 2
<S²> = 0.772

Here are the Löwdin charges for atoms 1 to 6, given in e: 1.512, -0.143, -0.081, -0.091, -0.097, 0.189

***

Q: Number 4 is which compound?
A: C23H31FN4O6

***

Q: Which of these has the highest net charge?
A: C43H42IrN4O4